Density functional theory data (the ωB97M-V functional and the def2-TZVPD basis) for a structure of composition C3H9N2OP at a distorted geometry.

Element x y z (Å)
H: 0.18 1.16 -0.55
H: 1.90 0.50 -1.84
H: 0.49 -1.04 1.59
C: 0.50 0.20 -0.32
H: 2.43 0.88 -0.24
H: -2.39 2.27 -0.47
P: -2.70 -0.03 -0.69
C: -0.08 -0.40 0.98
H: -0.56 -1.72 -0.52
H: 2.54 -0.82 -0.82
N: -2.54 1.37 0.06
H: -0.74 0.23 1.55
C: 1.92 0.10 -0.80
H: -2.92 -0.58 1.36
N: -0.60 -0.73 -0.27
O: -3.19 -0.92 0.55

Properties
- Kohn-Sham gap: 9.259 eV
- LUMO energy: 0.9 eV
- E: -645.757621 Ha
- Largest force on an atom: 3.1 eV Å⁻¹
- Energy relative to the best compared isomer or geometry (same formula, charge and spin): 217.39 kJ/mol

Atomic partial charges in e from the Löwdin method, atoms 1 to 2: atom 1 (H): 0.0931, atom 2 (H): 0.0820